The following is a DFT calculation (wB97M-V/def2-TZVPD) of a cluster of 2 separate species, CH4N2O2 in total in a non-equilibrium geometry.

Each line ends with the Mulliken charge.
Element x y z (Å)
H  -2.07837  0.97454  -0.90159  0.28
N  -1.84072  0.50755  -0.02606  -0.36
N  -2.08514  -0.66829  -0.33052  0.05
O  -1.76135  -1.53463  0.66014  -0.36
H  -1.35740  -1.26592  1.50608  0.36
C  1.28181  -0.06750  -0.96047  0.19
O  2.33221  -0.39138  -0.51803  -0.39
H  0.33111  -0.55238  -0.50589  -0.01
H  1.06613  0.68677  -1.69731  0.23

Atoms 1-6, force components in eV/Å:
H -0.17 0.64 0.08
N -0.29 -0.96 -0.85
N 0.78 1.08 1.77
O -0.52 -2.09 -0.47
H -0.11 1.39 -0.50
C -2.65 -1.44 1.81

Output
Kohn-Sham gap (eV): 10.5616
Max |F| (eV Å⁻¹): 3.51
Electronic energy (a.u.): -300.36771
SMILES string: [H]/N=N/O.C=O



The following is a DFT calculation (wB97M-V/def2-TZVPD) of a cluster of 2 separate species, CH4N2O2 in total in a non-equilibrium geometry.

Each line ends with the Mulliken charge.
Element x y z (Å)
H  3.01101  -0.84836  -1.23126  0.23
N  2.06002  -1.43513  -1.12208  -0.52
N  1.19520  -0.89357  -0.47048  0.05
H  0.41372  -1.52991  -0.28391  0.25
O  -2.19335  -0.05921  0.82322  -0.47
C  -1.37853  0.75773  1.02990  0.18
O  -0.84745  1.55103  0.06428  -0.41
H  -0.81497  0.99635  1.90916  0.36
H  -1.44566  1.46106  -0.71883  0.32

Atoms 1-6, force components in eV/Å:
H -2.69 -0.51 0.39
N 2.42 -0.85 -0.88
N 0.39 1.69 1.17
H -0.12 -0.40 -0.66
O -1.66 -1.37 0.17
C 2.10 1.47 -1.34

Output
Kohn-Sham gap (eV): 9.9369
Max |F| (eV Å⁻¹): 2.89
Electronic energy (a.u.): -300.42754
SMILES string: [H]/N=N/[H].O=CO



The lowest Kohn-Sham gap belongs to which entry?
number 2



The highest max |F| belongs to which entry?
number 1



Copy entry 1 word for word.
The following is a DFT calculation (wB97M-V/def2-TZVPD) of a cluster of 2 separate species, CH4N2O2 in total in a non-equilibrium geometry.

Each line ends with the Mulliken charge.
Element x y z (Å)
H  -2.07837  0.97454  -0.90159  0.28
N  -1.84072  0.50755  -0.02606  -0.36
N  -2.08514  -0.66829  -0.33052  0.05
O  -1.76135  -1.53463  0.66014  -0.36
H  -1.35740  -1.26592  1.50608  0.36
C  1.28181  -0.06750  -0.96047  0.19
O  2.33221  -0.39138  -0.51803  -0.39
H  0.33111  -0.55238  -0.50589  -0.01
H  1.06613  0.68677  -1.69731  0.23

Atoms 1-6, force components in eV/Å:
H -0.17 0.64 0.08
N -0.29 -0.96 -0.85
N 0.78 1.08 1.77
O -0.52 -2.09 -0.47
H -0.11 1.39 -0.50
C -2.65 -1.44 1.81

Output
Kohn-Sham gap (eV): 10.5616
Max |F| (eV Å⁻¹): 3.51
Electronic energy (a.u.): -300.36771
SMILES string: [H]/N=N/O.C=O



What is the formula in the second record?
CH4N2O2